# 1
A cluster of 2 separate species, C7H7BrF2O2 in total. Source: OMol25; level of theory: ωB97M-V/def2-TZVPD.

Geometry (Å):
Br: 2.974 0.623 0.483
F: 1.789 -0.594 -1.555
F: 2.435 -2.035 -0.152
O: -0.907 0.799 -1.021
O: 0.409 -0.997 1.674
C: 0.439 -0.658 0.343
C: -0.393 1.686 0.871
C: -1.240 2.584 0.194
C: -0.298 0.566 0.097
C: 1.776 -0.833 -0.229
C: -0.364 -2.374 -0.575
C: -1.477 2.000 -1.012
H: 0.001 1.762 1.913
H: -0.350 -0.644 2.112
H: -0.252 -2.699 0.388
H: -1.589 3.422 0.608
H: -1.355 -2.169 -0.850
H: 0.279 -2.715 -1.284
H: -1.878 2.276 -2.004

---

# 2
A cluster of 2 separate species, C7H7BrO2 in total. Source: OMol25; level of theory: ωB97M-V/def2-TZVPD.

Values from the calculation:
* spin multiplicity: 3
* <S²>: 2.0349

Geometry (Å):
Br: 2.481 -1.183 -0.374
O: 0.622 3.629 -0.384
O: -0.661 -1.498 0.760
C: -0.921 -2.537 -0.182
C: 0.411 2.461 -0.196
C: -0.236 0.243 -0.907
C: 0.471 1.857 1.176
C: -0.263 -0.272 0.442
C: 0.113 1.497 -1.233
C: 0.177 0.585 1.506
H: -0.017 -3.116 -0.315
H: 0.312 0.335 2.488
H: -0.504 -0.578 -1.513
H: -1.716 -3.232 0.046
H: 0.126 1.654 -2.232
H: -1.078 -2.258 -1.129
H: 0.686 2.414 2.047

---

# 3
The molecule C7H7Cl3O2S. Source: OMol25; level of theory: ωB97M-V/def2-TZVPD.

Values from the calculation:
* SMILES: C\C(Cl)=C/C=C\C(Cl)=C/S(=O)(=O)Cl

Geometry (Å):
Cl: -1.055 -0.224 3.857
Cl: -1.948 1.141 0.118
Cl: 0.522 -0.018 -4.109
S: 1.414 0.730 -2.458
O: 2.262 1.797 -2.889
O: 1.915 -0.452 -1.800
C: -0.619 0.489 -0.718
C: 0.006 1.286 -1.596
C: 0.592 0.677 1.880
C: -0.809 -1.772 0.249
C: -1.045 -1.399 1.604
C: -0.586 -0.926 -0.744
C: -0.446 -0.393 2.293
H: -0.658 -2.783 0.013
H: -0.133 2.333 -1.400
H: 1.480 0.712 2.492
H: 0.767 0.500 0.830
H: -0.218 -1.371 -1.735
H: -1.638 -2.075 2.193
H: 0.199 1.749 1.919

---

# 4
The ion C7H7ClF3N2O2 with charge +1. Source: OMol25; level of theory: ωB97M-V/def2-TZVPD.

Values from the calculation:
* SMILES: [NH3+][C@@]1(C(F)(F)F)C=CC(Cl)=C([N+](=O)[O-])C1
* total charge: +1

Geometry (Å):
Cl: -2.103 2.001 -2.095
F: -0.641 -2.812 0.153
F: 1.144 -2.096 -0.876
F: -0.709 -1.371 -1.481
O: 0.421 2.000 -3.004
O: 2.002 2.360 -1.580
N: 0.908 1.989 -1.946
N: 0.766 -1.277 1.719
C: -1.309 -0.067 1.154
C: 0.149 -0.471 0.731
C: 0.080 -1.600 -0.449
C: 1.006 0.532 0.009
C: 0.121 1.370 -0.829
C: -1.985 0.854 0.482
C: -1.246 1.451 -0.625
H: 0.027 -1.788 2.209
H: -2.928 1.080 0.796
H: 1.503 1.218 0.751
H: 1.874 0.115 -0.695
H: 1.247 -2.062 1.313
H: 1.387 -0.666 2.311
H: -1.714 -0.761 1.952

---

# 5
A cluster of 2 separate species, C7H7ClFO3 in total. Source: OMol25; level of theory: ωB97M-V/def2-TZVPD.

Values from the calculation:
* total charge: -1

Geometry (Å):
Cl: -3.318 0.721 1.424
F: -0.205 1.159 -1.644
O: -0.469 2.137 0.307
O: -2.184 -1.732 0.476
O: -2.984 -1.529 -1.573
C: -2.704 -1.096 -0.502
C: 0.203 -0.117 0.432
C: -3.179 0.395 -0.244
C: 1.839 -0.376 2.296
C: -0.201 1.095 -0.253
C: -3.849 1.207 -1.071
C: 0.858 0.325 1.714
H: 0.832 -0.749 -0.161
H: 2.306 -1.179 1.768
H: -3.926 1.108 -2.158
H: -0.753 -0.721 0.664
H: 0.238 1.016 2.127
H: -4.314 2.120 -0.734
H: 2.106 -0.292 3.270

---

# 6
The ion C7H7ClFO4S with charge -1. Source: OMol25; level of theory: ωB97M-V/def2-TZVPD.

Values from the calculation:
* SMILES: CO/C(Cl)=C(F)/C=C\C=C\S(=O)(=O)[O-]
* total charge: -1

Geometry (Å):
Cl: -1.601 1.059 1.922
S: 2.958 0.339 0.480
F: -1.711 -0.669 -1.594
O: 2.274 1.399 -0.291
O: 3.796 0.874 1.547
O: 3.624 -0.726 -0.341
O: -1.456 1.911 -0.560
C: -1.435 -1.774 0.444
C: -0.276 -2.194 0.874
C: 1.315 -0.371 1.121
C: -1.548 -0.419 -0.249
C: -1.469 0.860 0.150
C: 1.072 -1.603 0.657
C: -0.407 2.918 -0.259
H: -2.335 -2.416 0.621
H: 1.871 -2.309 0.344
H: -0.019 2.542 0.595
H: -0.330 -3.208 1.325
H: -0.959 3.936 -0.384
H: 0.602 0.289 1.631
H: 0.364 2.882 -0.999

---

# 7
The molecule C7H7ClN4O. Source: OMol25; level of theory: ωB97M-V/def2-TZVPD.

Values from the calculation:
* SMILES: [O-][n+]1cnnn1[C@@H]1C=CC=C[C@H]1Cl

Geometry (Å):
Cl: 2.459 -2.152 0.015
O: -1.109 1.481 -0.394
N: -2.092 -1.708 0.369
N: -1.758 0.411 -0.238
N: -3.196 -1.283 -0.076
N: -1.179 -0.768 0.336
C: -3.032 -0.021 -0.488
C: 2.063 1.197 -0.410
C: 1.657 0.177 -1.140
C: 0.210 -0.761 0.682
C: 0.597 0.514 1.440
C: 1.018 -1.062 -0.550
C: 1.420 1.380 0.866
H: -3.804 0.604 -0.959
H: 1.999 0.096 -2.139
H: -0.161 0.684 2.219
H: 2.530 2.010 -0.835
H: 0.414 -1.587 -1.343
H: 1.546 2.408 1.327
H: 0.416 -1.620 1.317

---

# 8
A structure of composition C7H7F. Source: OMol25; level of theory: ωB97M-V/def2-TZVPD.

Geometry (Å):
F: 2.545 -0.907 -0.474
C: 1.564 -0.182 0.339
C: -2.996 -0.413 -0.469
C: -0.652 0.229 0.500
C: -2.015 -0.066 0.084
C: 1.369 1.127 -0.276
C: 0.075 1.334 -0.271
C: 0.283 -1.041 0.187
H: 2.185 1.669 -0.793
H: 0.247 -2.001 0.770
H: 0.497 -1.202 -1.147
H: -3.785 -1.448 -1.077
H: -0.677 0.663 1.574
H: 1.747 0.010 1.551
H: -0.389 2.227 -0.501

---

# 9
The ion C7H7F2O3S with charge -1. Source: OMol25; level of theory: ωB97M-V/def2-TZVPD.

Values from the calculation:
* SMILES: C=C1C(=C)[C@@](F)(S(=O)(=O)[O-])[C@@]1(C)F
* total charge: -1

Geometry (Å):
S: -1.504 -1.883 0.629
F: -1.661 -0.257 -1.411
F: -1.084 1.012 1.639
O: -1.333 -3.099 -0.253
O: -0.684 -2.052 1.782
O: -2.902 -1.535 0.889
C: -0.467 0.937 0.401
C: 0.611 -0.594 -0.510
C: -0.765 2.119 -0.431
C: -0.837 -0.320 -0.340
C: 2.127 0.966 0.862
C: 1.033 0.372 0.468
C: 1.375 -1.502 -1.192
H: 3.147 0.459 0.877
H: -0.171 2.045 -1.257
H: -1.863 2.148 -0.619
H: 0.832 -2.235 -1.788
H: 2.083 1.927 1.266
H: -0.418 2.994 0.057
H: 2.482 -1.503 -1.068

---

# 10
A structure of composition C7H7FI2N4. Source: OMol25; level of theory: ωB97M-V/def2-TZVPD.

Geometry (Å):
I: -3.444 0.237 -3.079
I: -1.581 -2.345 -5.029
F: 1.872 2.623 2.174
N: -0.262 1.347 -1.082
N: -0.268 -0.469 1.212
N: 0.314 1.780 0.008
N: -0.845 -0.903 0.122
C: 1.088 1.374 2.469
C: -0.691 -1.588 -3.136
C: 0.071 1.582 3.744
C: -0.791 0.021 -0.970
C: 0.298 0.840 1.088
C: 0.771 -2.193 -2.676
C: -1.480 -0.559 -2.387
H: 1.560 -1.369 -2.378
H: -0.930 0.980 3.681
H: 0.658 1.171 4.698
H: 0.642 -2.877 -1.706
H: 1.253 -2.923 -3.488
H: 1.866 0.530 2.757
H: -0.101 2.740 3.980

---

# 11
A structure of composition C7H7FO3. Source: OMol25; level of theory: ωB97M-V/def2-TZVPD.

Geometry (Å):
F: 0.655 1.950 -1.339
O: 2.921 -0.550 1.491
O: -1.907 1.491 1.185
O: 0.706 -1.094 1.232
C: -0.569 -0.257 -0.740
C: 0.452 0.623 -1.419
C: -0.528 -0.493 0.771
C: 0.937 -0.434 -2.189
C: 0.071 -1.341 -1.613
C: 1.803 -0.435 1.117
C: -0.766 0.799 1.587
H: -1.726 1.957 0.361
H: -0.920 0.531 2.638
H: -0.072 -2.398 -1.654
H: -1.282 -1.247 1.021
H: 1.688 -0.498 -2.952
H: -1.603 -0.022 -1.012
H: 0.142 1.418 1.516

---

# 12
A structure of composition C7H7HgN5O4. Source: OMol25; level of theory: ωB97M-V/def2-TZVPD.

Values from the calculation:
* total charge: +2

Geometry (Å):
Hg: 0.640 0.307 1.390
O: 1.768 -3.128 0.534
O: -1.705 -0.590 3.253
O: 3.127 1.946 1.818
O: -1.154 3.431 0.118
N: 2.054 2.644 -3.068
N: 3.032 2.119 -2.291
N: 2.627 1.404 -1.273
N: 4.391 2.335 -2.517
N: 1.272 1.441 -1.356
C: 0.975 2.142 -2.448
C: -2.682 -1.557 -1.488
C: 2.685 1.068 1.194
C: -1.242 2.304 -0.062
C: -1.934 -1.315 -2.581
C: -1.288 -0.468 2.180
C: 0.943 -2.401 0.241
H: 4.550 2.523 -3.504
H: -1.249 -2.080 -2.988
H: -2.522 -2.459 -0.886
H: -0.038 2.310 -2.827
H: -3.419 -0.842 -1.115
H: 4.952 1.577 -2.156
H: -2.169 -0.476 -3.258

---

# 13
The molecule C7H7IN4. Source: OMol25; level of theory: ωB97M-V/def2-TZVPD.

Geometry (Å):
I: 0.687 1.742 0.190
N: -2.096 0.649 -0.222
N: -3.972 -0.491 -0.118
N: 2.261 0.269 0.173
N: 3.521 -1.497 0.637
C: -1.102 1.500 -0.735
C: -3.235 0.217 -0.921
C: -3.368 -0.535 1.078
C: 2.529 -0.763 1.049
C: 3.938 -0.970 -0.598
C: -2.278 0.273 1.058
C: 3.106 0.080 -0.889
H: -1.045 1.417 -1.769
H: 3.174 0.637 -1.728
H: 2.011 -0.982 2.027
H: 4.725 -1.400 -1.170
H: -3.393 0.506 -1.866
H: -1.727 0.375 1.946
H: -3.738 -1.027 1.858

---

Calculated total energy, respectively: -3195.0414 -2995.2911 -2200.0770 -1290.2537 -1056.7300 -1530.0941 -1025.2131 -370.5579 -1094.5473 -1184.9409 -596.3398 -998.2134 -787.4887 hartree.